Record 1
DFT (ωB97M-V/def2-TZVPD) results for a gas-phase ion, C2H8N3O2 (charge +1) at a distorted geometry.

XYZ file:
```
15
Properties=species:S:1:pos:R:3:forces:R:3:lowdin_charge:R:1
C 0.240049 -1.029101 1.168384 -2.643 -1.315 0.006 -0.018
N 0.118542 0.274676 0.548913 -0.850 -1.336 -3.291 -0.106
C 0.004122 1.508322 1.227539 -3.765 0.945 -0.172 -0.018
N -0.129363 0.340039 -0.872141 1.970 0.242 4.936 -0.159
O -0.116827 1.402827 -1.393472 -0.669 -0.242 -0.597 0.191
N -0.072013 -0.820422 -1.534724 0.471 0.437 0.813 0.025
O -0.467242 -0.655848 -2.779824 -1.810 -0.328 -0.807 0.115
H 0.875554 -1.598776 0.529765 1.401 -0.481 0.324 0.066
H 0.569784 -0.862551 2.219556 -0.125 -0.486 -1.028 0.126
H -0.756594 -1.737160 1.119675 1.807 2.145 0.551 0.159
H -0.325844 1.408598 2.260245 0.148 -0.500 -0.092 0.119
H 0.815185 2.123654 1.173153 2.689 1.278 -0.141 0.073
H -0.799839 2.108315 0.718111 0.507 -0.516 0.552 0.127
H -0.255011 -1.703618 -1.075685 -0.511 0.203 0.234 0.169
H 0.299497 -0.758954 -3.309495 1.380 -0.046 -1.289 0.130
```
Positions in Å, forces in eV/Å.

The value obtained for the HOMO-LUMO gap is 9.609 eV. The calculation puts the relative energy (zero: lowest compared OMol25 entry of this formula, charge and spin) at 7.7136 eV. The charge is +1. For the total energy, the calculation gives -10755.950 eV. As for the largest force on an atom: 5.320 eV/A. As for the structure (SMILES): CN(C)[N+](=O)NO. As for the spin multiplicity: 1.

Record 2
DFT (ωB97M-V/def2-TZVPD) results for 2 unconnected molecules or ions with the total composition C2H8N3O2 at a distorted geometry.

XYZ file:
```
15
Properties=species:S:1:pos:R:3:forces:R:3:lowdin_spin:R:1
C 0.719428 1.146990 1.176847 -2.542 -2.223 -0.246 0.677
C -0.393454 -1.048207 0.585903 0.966 0.036 -3.095 0.044
N -0.802461 -0.031348 -2.036163 -1.932 1.038 0.756 0.670
N 0.602642 -0.042255 0.648643 4.520 2.740 -1.162 0.080
N -0.241347 1.671164 1.881448 0.056 1.066 0.364 0.123
O 0.051076 -0.682391 -2.762747 2.630 -0.348 -1.348 0.282
O 1.640033 -0.302700 -0.318058 -2.275 -0.301 -0.922 0.062
H -1.039970 -0.933687 -0.314401 1.120 -0.212 0.413 0.010
H 0.209855 -1.912300 0.618846 -0.212 -1.571 0.125 0.002
H -1.021758 -0.884439 1.328825 -2.644 0.072 4.025 0.004
H -1.619357 -0.606560 -2.209650 -0.871 0.146 0.122 0.015
H -0.324010 2.596636 2.232235 1.291 1.020 0.411 0.011
H -1.180794 1.343686 1.926356 -0.705 -1.210 -0.652 0.019
H 0.855516 -0.131971 -2.706718 -0.018 -0.579 -0.240 -0.001
H 2.544604 -0.182616 -0.051364 0.616 0.326 1.449 0.003
```
Positions in Å, forces in eV/Å.

The value obtained for the HOMO-LUMO gap (alpha / beta) is 8.319 / 6.503 eV. The calculation puts the relative energy (zero: lowest compared OMol25 entry of this formula, charge and spin) at 2.6880 eV. The charge is +1. For the total energy, the calculation gives -10754.180 eV. As for the largest force on an atom: 5.412 eV/A. As for the spin multiplicity: 3.

Record 3
DFT (ωB97M-V/def2-TZVPD) results for 2 unconnected molecules or ions with the total composition C2H8N3OS at a distorted geometry.

XYZ file:
```
15
Properties=species:S:1:pos:R:3:forces:R:3:lowdin_charge:R:1
C 0.352239 -0.100376 -1.006824 2.022 0.301 -2.932 -0.003
C -0.911200 -0.355852 -1.717083 -0.948 -1.187 -2.375 -0.197
N 0.430099 -0.181863 0.256183 -0.208 0.742 -1.910 -0.020
N 1.502412 -0.034284 0.930341 1.099 -1.719 3.733 0.121
N -1.984639 -0.963416 -0.873871 3.328 1.720 -0.011 0.055
O 1.074365 1.402169 2.162784 -0.287 1.107 -0.331 -0.675
S 1.970768 1.734259 3.354476 -1.176 -2.015 1.075 0.890
H 1.362628 0.148781 -1.538235 -2.196 -0.388 0.707 0.196
H -1.209998 0.620666 -2.148246 -0.149 -0.077 0.504 0.139
H -0.740937 -0.877812 -2.749752 0.059 0.352 2.045 0.167
H 2.212461 0.315808 0.362304 1.583 0.995 -1.277 0.080
H -0.432652 -0.358932 0.667407 -1.994 -0.974 1.884 0.144
H -2.348189 -1.830348 -1.147918 -0.346 -1.206 -0.705 0.072
H -2.660131 -0.268946 -0.813489 -1.895 0.873 0.362 0.058
H 1.382773 0.750145 4.261922 1.108 1.476 -0.768 -0.027
```
Positions in Å, forces in eV/Å.

The value obtained for the HOMO-LUMO gap (alpha / beta) is 8.232 / 7.547 eV. The calculation puts the relative energy (zero: lowest compared OMol25 entry of this formula, charge and spin) at 4.8495 eV. The charge is +1. For the total energy, the calculation gives -19544.769 eV. As for the largest force on an atom: 4.254 eV/A. As for the spin multiplicity: 1.

Record 4
DFT (ωB97M-V/def2-TZVPD) results for a gas-phase ion, C2H8N3P2 (charge +1) at a distorted geometry.

XYZ file:
```
15
Properties=species:S:1:pos:R:3:forces:R:3:lowdin_charge:R:1
C -0.969398 -0.377649 0.135778 -2.549 0.570 0.189 -0.035
C -3.447826 -0.057398 -0.209073 -1.659 -0.367 -3.240 -0.049
N 1.519813 -1.162276 0.030296 1.974 2.973 1.511 -0.415
N 1.418711 0.839530 1.187457 0.849 -0.663 -0.885 -0.377
N -2.121373 -0.250314 0.058449 3.011 -0.737 0.701 0.027
P 0.623239 -0.548544 1.300174 -0.496 0.256 1.411 0.729
P 2.565318 0.123250 -0.350478 -1.818 3.232 -1.521 0.707
H -4.119388 0.140839 0.568132 -0.445 -0.261 1.782 0.093
H -3.847773 -0.851398 -0.902781 0.477 0.514 1.002 0.142
H -3.483804 0.833882 -0.801565 -0.124 0.707 -0.547 0.106
H 1.342589 -1.908795 -0.541086 -0.341 -2.243 -1.644 0.025
H 1.522209 1.704017 1.727197 -0.365 -0.904 -0.093 0.057
H 3.003094 -0.454629 -1.555621 0.462 -0.214 0.183 -0.032
H 2.312367 1.537591 -1.008455 0.196 -2.413 0.791 0.044
H 3.682219 0.431900 0.361575 0.827 -0.449 0.361 -0.024
```
Positions in Å, forces in eV/Å.

The value obtained for the HOMO-LUMO gap is 9.103 eV. The calculation puts the relative energy (zero: lowest compared OMol25 entry of this formula, charge and spin) at 1.3196 eV. The charge is +1. For the total energy, the calculation gives -25242.482 eV. As for the largest force on an atom: 4.008 eV/A. As for the spin multiplicity: 1.

Record 5
DFT (ωB97M-V/def2-TZVPD) results for a single C2H8N4 molecule at a distorted geometry.

XYZ file:
```
14
Properties=species:S:1:pos:R:3:forces:R:3:lowdin_charge:R:1
H 0.527916 1.932598 -0.259154 0.432 0.647 -0.402 0.003
N 1.350879 1.352882 -0.138215 -0.411 -0.728 1.143 0.098
C 0.841320 0.180032 0.028060 -1.997 2.874 -1.981 -0.534
N 1.583706 -0.913731 0.123776 -2.995 -3.581 0.649 0.142
N -0.574309 0.010113 -0.335895 -0.217 -1.581 0.740 -0.186
C -1.627081 0.864034 0.220281 0.425 2.962 0.626 -0.112
N -1.008247 -1.363713 -0.112495 -0.471 0.769 -0.754 0.028
H 1.276648 -1.750289 0.642980 -0.492 0.922 -0.861 0.112
H 2.493735 -0.790041 0.294074 4.144 1.207 0.490 0.047
H -2.683808 0.922974 -0.223309 1.906 -0.727 -0.184 0.109
H -1.769120 0.644958 1.276141 -0.177 -0.383 0.388 0.069
H -1.284891 1.955401 0.285847 -0.416 -1.395 -0.444 0.090
H -1.677083 -1.266374 0.639256 -0.070 -0.513 0.642 0.052
H -1.633036 -1.512483 -0.906079 0.340 -0.474 -0.051 0.084
```
Positions in Å, forces in eV/Å.

The value obtained for the HOMO-LUMO gap is 9.482 eV. The calculation puts the relative energy (zero: lowest compared OMol25 entry of this formula, charge and spin) at 1.9396 eV. For the total energy, the calculation gives -8162.312 eV. As for the largest force on an atom: 4.713 eV/A. As for the structure (SMILES): [H]/N=C(/N)N(C)N. As for the spin multiplicity: 1.

Record 6
DFT (ωB97M-V/def2-TZVPD) results for 2 unconnected molecules or ions with the total composition C2H8N4 at a distorted geometry.

XYZ file:
```
14
Properties=species:S:1:pos:R:3:forces:R:3:lowdin_charge:R:1
C 0.052519 1.012294 -0.206030 0.271 -0.520 0.479 -0.565
N 0.598634 0.092957 0.842940 0.054 0.636 -0.191 -0.102
N 0.335396 0.540435 -1.431785 0.176 -0.561 0.307 0.132
N -0.540889 2.031137 0.249924 0.058 0.111 0.011 0.130
H -0.049076 0.984178 -2.248452 0.148 -0.157 0.052 0.108
H 0.859972 -0.365465 -1.430615 -0.201 0.638 -0.198 0.034
H 0.385177 0.529132 1.744802 -0.201 0.037 -0.091 0.146
H 1.719122 -0.157667 0.560267 -1.220 -0.738 -0.477 0.098
H -0.843402 2.680895 -0.470700 0.000 -0.084 -0.054 0.051
C -1.110702 -1.458287 0.662588 1.545 0.183 -0.419 -0.039
N 0.162575 -1.284884 0.881648 -1.564 0.170 0.955 -0.138
H 1.663784 -1.358927 -0.129438 0.914 0.142 -0.606 0.016
H -1.740650 -0.809810 0.056971 -0.005 0.269 0.279 0.066
H -1.492459 -2.435987 0.917879 0.024 -0.125 -0.046 0.063
```
Positions in Å, forces in eV/Å.

The value obtained for the HOMO-LUMO gap (alpha / beta) is 7.735 / 7.734 eV. The calculation puts the relative energy (zero: lowest compared OMol25 entry of this formula, charge and spin) at 5.6670 eV. For the total energy, the calculation gives -8158.585 eV. As for the largest force on an atom: 1.840 eV/A. As for the spin multiplicity: 1.